# 1
Molecular formula: C46H35BaCl3N5O3PS4Si
Method: DFT, wB97M-V/def2-TZVPD

ORCA input file:
```
! RIJCOSX wB97M-V def2-TZVPD def2/J DEFGRID3
* xyz -2 1
Ba -1.561 0.643 1.440
O -1.949 6.711 4.820
C -1.674 5.592 4.433
S -0.451 5.233 3.218
C -0.588 3.474 3.230
C -1.523 2.955 4.059
S -1.943 1.281 4.390
S -2.443 4.118 5.012
S 0.591 2.660 2.208
N -0.832 -0.909 -2.351
C -1.547 -1.197 -3.472
C -0.970 -1.431 -4.704
C -1.766 -1.633 -5.846
C -3.132 -1.606 -5.785
C -3.761 -1.382 -4.535
C -5.166 -1.326 -4.369
C -5.692 -1.104 -3.132
C -4.817 -0.946 -2.034
N -3.516 -0.987 -2.146
C -2.980 -1.191 -3.378
H 0.099 -1.281 -2.243
H -1.345 -0.927 -1.485
H 0.111 -1.424 -4.790
H -1.274 -1.804 -6.797
H -3.740 -1.752 -6.670
H -5.805 -1.452 -5.236
H -6.760 -1.036 -2.971
H -5.226 -0.770 -1.045
C 2.120 -1.831 8.830
O 2.741 -1.678 7.571
C 2.687 -2.740 6.717
C 2.232 -4.003 7.066
C 2.235 -5.015 6.109
C 2.633 -4.764 4.810
C 3.110 -3.498 4.473
C 3.142 -2.498 5.422
N 2.689 -5.882 3.908
N 2.218 -5.801 2.767
C 1.461 -4.667 2.368
C 0.482 -4.106 3.153
C -0.312 -3.060 2.690
C -0.151 -2.505 1.417
O -0.862 -1.506 1.020
C 0.865 -3.106 0.566
N 1.052 -2.590 -0.675
C 1.959 -3.122 -1.452
C 2.769 -4.211 -1.077
C 2.612 -4.740 0.171
C 1.640 -4.194 1.041
H 2.183 -0.863 9.319
H 2.632 -2.580 9.443
H 1.069 -2.112 8.722
H 1.885 -4.220 8.066
H 1.906 -6.014 6.369
H 3.440 -3.287 3.464
H 3.488 -1.503 5.173
H 0.313 -4.485 4.154
H -1.076 -2.640 3.332
H 2.087 -2.676 -2.436
H 3.502 -4.604 -1.770
H 3.210 -5.574 0.513
Cl -6.355 1.229 0.822
Si -4.344 2.009 0.449
Cl -4.733 2.789 -1.565
Cl -4.434 3.854 1.513
C 1.195 6.574 -0.449
C 2.157 5.578 -0.410
C 1.834 4.275 -0.769
C 0.548 3.957 -1.185
C -0.417 4.965 -1.218
C -0.097 6.262 -0.852
P -0.038 2.255 -1.550
C 1.526 1.328 -1.787
C 2.187 0.921 -0.625
C 3.363 0.189 -0.696
C 3.887 -0.170 -1.930
C 3.223 0.205 -3.091
C 2.053 0.951 -3.021
C -0.665 2.530 -3.251
C -1.901 1.984 -3.577
C -2.444 2.159 -4.845
C -1.752 2.888 -5.798
C -0.523 3.458 -5.477
C 0.013 3.285 -4.211
H 1.441 7.583 -0.142
H 3.161 5.802 -0.070
H 2.592 3.506 -0.700
H -1.437 4.730 -1.506
H -0.867 7.024 -0.859
H 1.783 1.187 0.348
H 3.857 -0.116 0.219
H 4.799 -0.753 -1.987
H 3.616 -0.083 -4.060
H 1.535 1.223 -3.932
H -2.457 1.438 -2.825
H -3.411 1.727 -5.073
H -2.172 3.025 -6.788
H 0.012 4.046 -6.214
H 0.957 3.752 -3.954
*
```

Its HOMO-LUMO gap is 5.22 eV. The value obtained for the HOMO energy is -1.50 eV. Its energy above the lowest of the compared OMol25 structures with the same formula, charge and spin is 0.746 eV. Its molar mass is 1136.83 g mol⁻¹. The strongest force on any atom comes out at 1.81 eV Å⁻¹.



# 2
Molecular formula: C8H20BrMnNO
Method: DFT, wB97M-V/def2-TZVPD

ORCA input file:
```
! RIJCOSX wB97M-V def2-TZVPD def2/J DEFGRID3
* xyz 2 6
Mn 4.244 3.453 4.464
Br 6.426 4.366 4.902
C 14.508 8.017 6.114
C 13.535 7.218 6.992
N 12.672 6.241 6.208
C 13.459 5.126 5.581
C 11.643 5.703 7.202
C 10.527 4.781 6.645
C 11.987 7.001 5.073
C 11.081 8.169 5.559
O 9.903 7.747 6.197
C 8.835 8.742 6.217
H 14.961 8.828 6.690
H 14.099 8.438 5.216
H 15.206 7.314 5.707
H 12.899 7.912 7.497
H 14.103 6.701 7.788
H 12.729 4.472 5.104
H 13.983 4.523 6.337
H 14.200 5.522 4.926
H 11.220 6.484 7.839
H 12.280 4.981 7.808
H 10.810 3.709 6.511
H 9.926 5.208 5.816
H 9.817 4.664 7.466
H 11.388 6.265 4.531
H 12.812 7.359 4.450
H 10.804 8.667 4.612
H 11.692 8.884 6.197
H 9.242 9.667 6.548
H 7.985 8.342 6.769
H 8.574 8.863 5.176
*
```

Its HOMO-LUMO gap (alpha / beta) is 5.82 / 5.76 eV. The value obtained for the HOMO energy (alpha / beta) is -15.30 / -15.30 eV. Its expectation value of S² is 8.7585. Its molar mass is 281.10 g mol⁻¹. The strongest force on any atom comes out at 2.87 eV Å⁻¹.



# 3
Molecular formula: C3H4NPS
Method: DFT, wB97M-V/def2-TZVPD

ORCA input file:
```
! RIJCOSX wB97M-V def2-TZVPD def2/J DEFGRID3
* xyz 0 1
C 1.340 -0.953 -0.345
C -0.017 -0.898 0.014
C -0.353 0.257 0.966
N 2.460 -1.041 -0.628
P -0.723 1.668 -0.162
S -1.033 -1.673 -1.018
H 0.454 0.267 1.708
H -1.239 -0.018 1.474
H -1.414 0.888 -1.237
H 0.526 1.504 -0.771
*
```

As for the SMILES: N#CC(=S)CP. Its HOMO-LUMO gap is 7.87 eV. The value obtained for the HOMO energy is -9.60 eV. Its energy above the lowest of the compared OMol25 structures with the same formula, charge and spin is 1.607 eV. Its molar mass is 117.11 g mol⁻¹. The strongest force on any atom comes out at 2.58 eV Å⁻¹.



# 4
Molecular formula: C24H24FeO8
Method: DFT, wB97M-V/def2-TZVPD

ORCA input file:
```
! RIJCOSX wB97M-V def2-TZVPD def2/J DEFGRID3
* xyz 0 5
C -4.627 -1.832 3.067
C -3.251 -2.028 2.498
O -2.324 -1.128 3.226
C -1.027 -1.253 2.779
C -0.407 -0.034 2.189
C -1.215 1.121 1.745
O -0.748 2.170 1.314
O -2.589 0.972 1.827
C -3.226 1.860 2.829
C -4.576 1.347 3.252
C 1.034 0.057 2.188
C 1.781 1.288 2.047
C 3.154 1.395 2.227
C 3.928 0.241 2.516
O 5.251 0.397 2.797
C 5.937 -0.797 3.276
C 3.270 -1.009 2.563
C 1.891 -1.073 2.402
O -0.470 -2.341 2.881
H -5.163 -2.775 2.949
H -4.583 -1.581 4.128
H -5.209 -1.066 2.543
H -2.856 -3.032 2.689
H -3.251 -1.818 1.415
H -2.592 1.961 3.724
H -3.319 2.815 2.299
H -5.112 2.188 3.702
H -5.175 0.985 2.416
H -4.541 0.577 4.029
H 1.218 2.187 1.812
H 3.662 2.363 2.187
H 6.955 -0.478 3.489
H 5.455 -1.180 4.185
H 5.933 -1.579 2.507
H 3.832 -1.925 2.788
H 1.442 -2.055 2.485
O -2.064 2.219 -6.247
C -1.729 1.657 -5.286
Fe -1.097 1.012 -3.788
C -2.084 -0.402 -4.102
O -2.690 -1.389 -4.194
C 0.210 0.295 -4.672
O 1.254 -0.063 -5.037
C -0.600 0.376 -1.604
C 0.611 1.000 -1.866
C 0.802 2.182 -2.557
C -0.175 2.981 -3.137
C -1.555 2.992 -2.940
C -2.330 2.070 -2.258
C -1.894 0.869 -1.723
H -0.538 -0.653 -1.226
H 1.507 0.453 -1.543
H 1.840 2.494 -2.731
H 0.192 3.772 -3.803
H -2.090 3.812 -3.420
H -3.410 2.238 -2.259
H -2.674 0.207 -1.340
*
```

Its HOMO-LUMO gap (alpha / beta) is 5.79 / 6.60 eV. The value obtained for the HOMO energy (alpha / beta) is -5.92 / -8.82 eV. Its expectation value of S² is 6.1305. Its molar mass is 496.29 g mol⁻¹. The strongest force on any atom comes out at 5.82 eV Å⁻¹.



# 5
Molecular formula: C13H31BaBr3N2O7P
Method: DFT, wB97M-V/def2-TZVPD

ORCA input file:
```
! RIJCOSX wB97M-V def2-TZVPD def2/J DEFGRID3
* xyz 1 1
Ba 2.390 0.587 -1.976
O 0.379 -0.919 -2.047
H -0.555 -0.706 -1.946
C -1.108 2.293 -1.330
O 0.115 2.113 -1.358
N -1.695 3.459 -1.469
C -3.152 3.550 -1.634
C -0.909 4.634 -1.710
H -1.823 1.487 -1.120
H -3.505 4.436 -1.112
H -3.642 2.677 -1.207
H -3.435 3.558 -2.686
H -1.563 5.500 -1.788
H -0.265 4.853 -0.855
H -0.316 4.571 -2.622
C -2.886 -0.079 -3.356
O -3.338 1.032 -3.535
N -3.455 -1.036 -2.591
C -2.860 -2.337 -2.396
C -4.759 -0.859 -2.007
H -1.945 -0.456 -3.798
H -2.838 -2.606 -1.339
H -1.823 -2.369 -2.743
H -3.373 -3.105 -2.982
H -5.432 -1.669 -2.286
H -4.657 -0.823 -0.916
H -5.211 0.082 -2.305
C 0.703 -3.714 -0.997
Br 0.764 -4.261 -2.819
Br 2.362 -4.044 -0.098
Br -0.765 -4.535 -0.083
H 0.561 -2.637 -0.986
C 5.126 -3.040 2.600
C 4.432 -1.745 2.233
O 3.079 -1.810 2.702
P 2.069 -0.712 2.211
O 2.304 -0.149 0.868
O 2.170 0.412 3.316
C 1.973 1.813 3.046
C 3.298 2.544 2.946
O 0.750 -1.472 2.512
C -0.533 -0.807 2.360
C -0.906 -0.564 0.916
H 4.971 -3.278 3.653
H 4.645 -3.850 2.048
H 6.192 -2.998 2.395
H 4.973 -0.879 2.627
H 4.485 -1.638 1.145
H 1.323 1.952 2.181
H 1.451 2.193 3.925
H 3.169 3.616 3.085
H 3.910 2.216 3.793
H 3.877 2.343 2.045
H -1.232 -1.448 2.889
H -0.489 0.132 2.924
H -0.626 -1.425 0.312
H -1.982 -0.388 0.853
H -0.393 0.306 0.511
*
```

Its HOMO-LUMO gap is 7.90 eV. The value obtained for the HOMO energy is -11.53 eV. Its molar mass is 735.41 g mol⁻¹. The strongest force on any atom comes out at 3.11 eV Å⁻¹.



# 6
Molecular formula: C4H8O3Pr
Method: DFT, wB97M-V/def2-TZVPD

ORCA input file:
```
! RIJCOSX wB97M-V def2-TZVPD def2/J DEFGRID3
* xyz 2 4
C -0.383 3.107 1.707
C 0.076 1.372 1.518
O 1.296 1.339 1.879
O 0.113 3.601 2.846
H -1.485 3.082 1.596
H 0.101 3.539 0.807
H -0.135 1.067 0.478
Pr 1.664 2.363 4.042
O -0.155 0.770 4.806
C -0.705 -0.284 4.278
C 0.101 -1.535 4.461
H -1.753 -0.362 4.652
H 1.002 -1.513 3.834
H -0.513 -2.389 4.147
H 0.492 -1.583 5.488
H -0.777 0.182 2.640
*
```

Its HOMO-LUMO gap (alpha / beta) is 7.00 / 6.11 eV. The value obtained for the HOMO energy (alpha / beta) is -18.09 / -17.78 eV. Its expectation value of S² is 3.8432. Its energy above the lowest of the compared OMol25 structures with the same formula, charge and spin is 1.753 eV. Its molar mass is 245.01 g mol⁻¹. The strongest force on any atom comes out at 4.07 eV Å⁻¹.



# 7
Molecular formula: C2H4N8O4
Method: DFT, wB97M-V/def2-TZVPD

ORCA input file:
```
! RIJCOSX wB97M-V def2-TZVPD def2/J DEFGRID3
* xyz 0 1
C -1.218 -1.032 0.334
C 1.468 -0.372 -0.234
N -0.118 -1.908 0.399
N 1.034 -1.608 0.148
N -1.023 0.237 -0.021
N 1.037 0.658 0.447
N -2.287 -1.675 0.694
N 2.571 -0.299 -1.004
N -2.036 1.084 -0.334
N 1.688 1.849 0.477
O -3.176 0.767 -0.095
O 2.054 2.271 -0.609
O -1.695 2.161 -0.706
O 1.649 2.426 1.504
H -2.271 -2.665 0.880
H -3.148 -1.290 0.903
H 2.699 -1.177 -1.476
H 2.772 0.572 -1.309
*
```

As for the SMILES: NC(/N=N\C(N)=N\[N+](=O)[O-])=N\[N+](=O)[O-]. Its HOMO-LUMO gap (alpha / beta) is 6.98 / 6.98 eV. The value obtained for the HOMO energy (alpha / beta) is -9.18 / -9.18 eV. Its energy above the lowest of the compared OMol25 structures with the same formula, charge and spin is 0.877 eV. Its molar mass is 204.11 g mol⁻¹. The strongest force on any atom comes out at 5.78 eV Å⁻¹.



# 8
Molecular formula: C23H49N7O16P
Method: DFT, wB97M-V/def2-TZVPD

ORCA input file:
```
! RIJCOSX wB97M-V def2-TZVPD def2/J DEFGRID3
* xyz 1 1
C 2.880 -3.341 1.950
O 1.989 -4.231 1.304
C 0.661 -3.756 1.320
C -0.062 -4.051 0.012
C -1.529 -3.614 0.174
C -2.061 -2.777 -1.011
C -3.529 -3.081 -1.330
C -4.459 -2.783 -0.141
C -5.080 -1.348 -0.197
C -4.782 -0.601 1.124
C -3.584 0.351 0.931
C -3.482 1.335 2.122
C -2.215 1.175 2.964
N -0.994 0.992 2.126
C -0.796 1.867 1.164
C 0.324 1.757 0.365
C 0.511 2.773 -0.724
P -0.231 2.200 -2.321
O -0.632 3.323 -3.149
O -1.436 1.178 -2.038
O 0.851 1.330 -3.123
C 1.160 0.712 0.675
C 2.449 0.450 -0.077
O 2.267 -0.417 -1.174
O 1.474 -1.514 -0.729
C 0.841 -0.169 1.702
N -0.245 -0.031 2.429
H 3.101 -2.516 1.261
H 2.471 -2.930 2.883
H 3.817 -3.816 2.201
H 0.676 -2.668 1.439
H 0.105 -4.214 2.148
H 0.007 -5.098 -0.264
H 0.391 -3.410 -0.747
H -2.210 -4.459 0.282
H -1.651 -3.018 1.082
H -1.475 -2.961 -1.913
H -1.990 -1.706 -0.779
H -3.610 -4.145 -1.563
H -3.845 -2.512 -2.206
H -3.910 -2.877 0.794
H -5.284 -3.494 -0.130
H -4.540 -0.829 -0.989
H -6.142 -1.396 -0.412
H -4.628 -1.257 1.974
H -5.628 0.048 1.365
H -2.668 -0.218 0.757
H -3.840 0.928 0.040
H -4.318 1.159 2.793
H -3.591 2.373 1.806
H -2.300 0.353 3.665
H -2.073 2.079 3.558
H -1.501 2.670 1.023
H -0.062 3.661 -0.467
H 1.553 2.994 -0.930
H -2.051 1.553 -1.393
H 0.439 0.462 -3.256
H 2.857 1.380 -0.451
H 3.171 0.014 0.617
H 0.872 -1.660 -1.472
H 1.520 -0.984 1.901
C 7.421 -3.342 3.804
N 6.016 -3.400 3.317
O 5.449 -4.473 3.358
O 5.531 -2.360 2.909
H 7.712 -4.333 4.132
H 8.039 -3.007 2.976
H 7.452 -2.634 4.626
C 1.237 2.510 -6.142
N 1.858 1.896 -7.348
O 2.532 2.605 -8.068
O 1.647 0.716 -7.532
H 1.503 3.550 -6.105
H 0.161 2.388 -6.239
H 1.613 1.986 -5.272
C -7.524 -1.193 4.559
N -6.315 -0.405 4.199
O -5.244 -0.978 4.187
O -6.478 0.769 3.938
H -7.222 -2.213 4.763
H -7.964 -0.731 5.438
H -8.205 -1.147 3.714
C 4.559 3.671 3.141
N 3.767 2.898 2.146
O 4.356 2.121 1.428
O 2.565 3.098 2.115
H 5.600 3.386 3.046
H 4.419 4.725 2.919
H 4.172 3.425 4.125
C 3.769 5.915 -7.286
N 4.105 5.219 -6.015
O 5.089 5.580 -5.411
O 3.358 4.322 -5.674
H 4.514 6.681 -7.466
H 3.774 5.167 -8.075
H 2.780 6.350 -7.169
*
```

Its HOMO-LUMO gap is 7.32 eV. The value obtained for the HOMO energy is -11.39 eV. Its molar mass is 710.65 g mol⁻¹. The strongest force on any atom comes out at 1.88 eV Å⁻¹.